#w
Computed, not measured: a gas-phase ion, FH3O3P (charge +1), with ωB97M-V with the def2-TZVPD basis set.

Computed properties:
Kohn-Sham gap in eV: 13.5
Charge: +1
Lowest unoccupied orbital energy in eV: -4.99

Last column: Mulliken charge in e.
Positions of all 8 atoms, in Å:
O1 -1.103 -0.473 -0.952  -0.355
O2 0.496 -1.072 1.012  -0.320
O3 0.118 1.550 0.211  -0.429
F1 1.365 -0.702 -1.099  -0.125
P1 0.206 -0.215 -0.204  1.102
H1 -1.817 0.144 -0.744  0.395
H2 -0.275 -1.098 1.584  0.379
H3 1.011 1.866 0.192  0.353

#x
Computed, not measured: a molecular structure, FH3O3P, with ωB97M-V with the def2-TZVPD basis set.

Computed properties:
Kohn-Sham gap in eV: 9.4
Charge: +1
Lowest unoccupied orbital energy in eV: -7.39

Last column: Mulliken charge in e.
Positions of all 8 atoms, in Å:
O1 0.483 -0.804 -1.106  -0.404
O2 0.938 -0.713 1.370  -0.322
O3 -1.785 0.600 0.032  -0.536
F1 1.360 1.399 0.124  -0.117
P1 0.475 0.090 0.176  1.130
H1 -0.158 -0.488 -1.929  0.464
H2 0.735 -1.678 1.386  0.414
H3 -2.048 1.593 -0.055  0.372

Stability, lowest: #x

#w
Computed, not measured: 2 unconnected molecules or ions with the total composition C2H5N2O2S, with ωB97M-V with the def2-TZVPD basis set.

Computed properties:
Kohn-Sham gap (spin up / spin down) in eV: 5.2 / 7.0
Charge: +1
Lowest unoccupied orbital energy (spin up / spin down) in eV: -7.74 / -6.96

Last column: Mulliken charge in e.
Positions of all 12 atoms, in Å:
C1 -1.610 1.224 -0.526  -0.314
C2 -0.731 0.414 -0.290  -0.173
N1 2.649 -1.829 0.614  -0.380
N2 -2.287 2.169 -1.361  -0.312
O1 0.790 -3.159 1.533  -0.353
O2 1.711 -1.132 2.807  -0.343
S1 1.337 -1.854 1.635  1.099
H1 3.061 -0.932 0.434  0.312
H2 2.592 -2.385 -0.236  0.323
H3 -2.963 1.787 -2.004  0.368
H4 -1.664 2.839 -1.817  0.369
H5 -2.884 2.859 -0.789  0.405

#x
Computed, not measured: 2 unconnected molecules or ions with the total composition C2H5N2O2S, with ωB97M-V with the def2-TZVPD basis set.

Computed properties:
Kohn-Sham gap in eV: 11.6
Charge: +1
Lowest unoccupied orbital energy in eV: -4.29

Last column: Mulliken charge in e.
Positions of all 12 atoms, in Å:
C1 1.418 0.996 -0.511  -0.128
C2 2.502 0.515 -0.367  -0.246
N1 -1.869 -2.788 0.470  -0.384
N2 0.083 1.560 -0.524  -0.189
O1 -1.517 -0.498 -0.494  -0.582
O2 -0.585 -0.855 1.759  -0.413
S1 -1.287 -1.394 0.613  1.003
H1 -1.609 -3.231 1.366  0.326
H2 3.523 0.264 -0.270  0.443
H3 -0.003 2.297 0.069  0.350
H4 -0.742 0.946 -0.719  0.360
H5 0.087 2.189 -1.391  0.459

Stability, lowest: #w

#w
Computed, not measured: a gas-phase ion, C6H14N2 (charge +2), with ωB97M-V with the def2-TZVPD basis set.

Computed properties:
Kohn-Sham gap in eV: 9.1
Charge: +2
Lowest unoccupied orbital energy in eV: -8.55
SMILES: C=[NH+]/C=C/C[C@H](C)[NH3+]

Last column: Mulliken charge in e.
Positions of all 22 atoms, in Å:
C1 -1.497 -0.615 2.166  -1.309
C2 -1.252 0.708 1.438  -0.316
C3 -0.959 0.437 -0.137  -0.290
C4 0.351 -0.328 -0.297  -0.317
C5 1.052 -0.428 -1.462  -0.535
N1 2.254 -1.172 -1.696  -0.003
C6 3.184 -0.565 -2.462  -0.048
N2 -2.456 1.630 1.708  -0.291
H1 -0.952 -0.588 3.024  0.453
H2 -0.773 -1.439 1.748  0.264
H3 -2.487 -0.849 2.370  0.431
H4 -0.286 1.184 1.686  0.371
H5 -0.714 1.491 -0.609  0.375
H6 -1.704 -0.258 -0.550  0.336
H7 0.625 -0.954 0.611  0.274
H8 0.845 0.130 -2.378  0.447
H9 2.231 -2.116 -1.326  0.334
H10 3.037 0.425 -2.991  0.279
H11 4.145 -1.098 -2.496  0.288
H12 -2.596 1.678 2.745  0.386
H13 -1.941 2.625 1.419  0.486
H14 -3.293 1.303 1.177  0.385

#x
Computed, not measured: a molecular structure, C6H14N2, with ωB97M-V with the def2-TZVPD basis set.

Computed properties:
Kohn-Sham gap in eV: 4.5
Charge: +2
Lowest unoccupied orbital energy in eV: -13.50

Last column: Mulliken charge in e.
Positions of all 22 atoms, in Å:
C1 0.757 1.418 -1.123  -1.225
C2 1.339 0.353 -0.198  -0.262
C3 0.602 -1.011 -0.258  -0.581
C4 -0.930 -1.069 -0.333  0.839
C5 -1.460 -1.883 -1.325  -0.890
C6 -1.353 0.528 1.576  -0.584
N1 -1.689 -0.458 0.589  -0.013
N2 1.621 0.808 1.231  -0.587
H1 1.048 1.306 -2.237  0.386
H2 1.179 2.457 -0.931  0.321
H3 -0.326 1.379 -1.302  0.318
H4 2.397 0.167 -0.585  0.538
H5 0.845 -1.639 0.755  0.329
H6 1.009 -1.419 -1.125  0.485
H7 -0.836 -2.304 -2.031  0.309
H8 -2.462 -1.947 -1.564  0.380
H9 -1.168 0.046 2.667  0.387
H10 -2.349 1.151 1.711  0.353
H11 -2.708 -0.671 0.492  0.372
H12 2.361 1.556 1.207  0.323
H13 -0.187 1.202 1.190  0.442
H14 2.310 0.031 1.593  0.358

Stability, lowest: #x